Entry from the OMol25 dataset: a molecular structure, C12H13ClN11Pd at a distorted geometry (ωB97M-V with the def2-TZVPD basis set).

```
38
Properties=species:S:1:pos:R:3:mulliken_charge:R:1
Pd 0.06 0.04 -0.07 0.12
N 0.21 -2.86 2.02 -0.16
C -1.02 -2.46 1.56 0.58
N -2.17 -2.95 2.01 -0.51
N -3.10 -2.32 1.29 -0.54
N -2.56 -1.51 0.45 -0.46
N -1.24 -1.57 0.58 0.32
C 1.37 -2.18 1.77 0.52
N 2.52 -2.36 2.41 -0.48
N 3.37 -1.52 1.84 -0.51
N 2.79 -0.86 0.90 -0.44
N 1.53 -1.25 0.80 0.25
H 0.20 -3.44 2.85 0.25
C 1.14 -1.09 -4.91 -0.87
N 0.22 -0.06 -4.51 0.01
C -0.18 0.91 -5.51 -0.94
C 0.13 0.29 -3.25 0.60
N -0.05 0.68 -2.18 -0.48
H 0.76 -1.60 -5.80 0.28
H 1.24 -1.81 -4.10 0.32
H 2.14 -0.68 -5.14 0.31
H -0.56 0.39 -6.39 0.30
H 0.65 1.56 -5.80 0.31
H -0.98 1.53 -5.10 0.34
Cl 0.88 -0.13 5.98 -0.28
C 0.52 0.59 4.45 0.49
C 1.53 1.21 3.73 -0.54
C 1.25 1.75 2.50 -0.69
C -0.04 1.66 1.92 1.28
C -0.31 2.12 0.60 -1.30
C -1.06 1.08 2.73 -0.55
C -0.78 0.54 3.96 -0.64
H 2.53 1.25 4.13 0.40
H 2.04 2.22 1.93 0.26
H 0.43 2.76 0.13 0.34
H -1.34 2.30 0.32 0.36
H -2.08 1.04 2.35 0.30
H -1.55 0.06 4.54 0.41
```

Its spin multiplicity is 3. The expectation value of S² is 2.03. The LUMO energy (alpha / beta) is 2.147 / 2.147 eV. The calculation puts the energy relative to the best compared isomer or geometry (same formula, charge and spin) at 22.9 kJ/mol. The net charge is -1.


Entry from the OMol25 dataset: a single C12H13F2N molecule at a distorted geometry (ωB97M-V with the def2-TZVPD basis set).

```
28
Properties=species:S:1:pos:R:3:mulliken_charge:R:1
C 1.29 -0.74 -1.28 -1.09
C 0.83 0.37 -0.82 0.31
C 1.42 1.71 -1.04 -1.31
C 1.72 2.42 0.25 -0.38
C 0.32 2.61 0.99 -0.69
N -0.36 1.28 1.08 -0.03
F -1.58 1.48 1.72 -0.27
C -0.55 0.49 -0.15 1.82
F -1.31 1.28 -1.04 -0.41
C -1.25 -0.83 0.25 -0.33
C -0.58 -1.69 1.10 -0.36
C -1.09 -2.93 1.46 -0.47
C -2.37 -3.32 0.99 -0.34
C -2.95 -2.53 0.01 -0.52
C -2.42 -1.24 -0.37 -0.36
H 0.72 -1.74 -1.16 0.22
H 2.18 -0.75 -1.82 0.41
H 2.33 1.56 -1.58 0.48
H 0.76 2.18 -1.70 0.39
H 2.22 1.69 1.07 0.25
H 2.29 3.39 0.19 0.34
H 0.37 3.06 1.99 0.41
H -0.35 3.26 0.25 0.28
H 0.48 -1.49 1.37 0.40
H -0.49 -3.87 1.92 0.20
H -2.91 -4.34 1.18 0.26
H -3.89 -2.82 -0.40 0.38
H -3.01 -0.58 -1.00 0.41
```

Its spin multiplicity is 1. As for the SMILES: C=C1CCCN(F)[C@]1(F)c1ccccc1. The LUMO energy is 0.900 eV. The calculation puts the energy relative to the best compared isomer or geometry (same formula, charge and spin) at 188.0 kJ/mol.


Entry from the OMol25 dataset: 2 unconnected molecules or ions with the total composition C12H13F3NO6PS at a distorted geometry (ωB97M-V with the def2-TZVPD basis set).

```
37
Properties=species:S:1:pos:R:3:mulliken_charge:R:1
C -0.74 -0.10 3.67 -0.32
C -0.67 -0.90 2.49 -0.22
N -0.72 -1.66 1.17 0.27
C 0.35 -1.25 0.14 0.27
C 0.41 -1.95 -1.37 -0.56
C -0.73 -3.11 -1.76 0.49
C -0.80 -3.84 -3.25 0.55
O -1.88 -4.60 -3.50 -0.48
O 0.22 -3.66 -4.30 -0.40
C -1.79 -3.47 -0.56 -0.49
C -1.77 -2.72 0.94 0.44
P -3.10 -3.31 2.19 0.53
O -4.53 -2.34 1.97 -0.49
O -3.55 -4.95 1.68 -0.53
S -2.48 -3.47 4.02 -0.27
H -0.72 0.67 4.58 0.38
H 1.16 -0.42 0.40 0.15
H 1.23 -1.67 -2.19 0.13
H 1.03 -3.24 -3.86 0.32
H -2.61 -4.31 -0.75 0.39
H -5.30 -2.95 1.68 0.35
H -2.77 -5.53 2.00 0.37
C 2.41 5.60 -0.56 -0.97
C 1.50 4.80 -1.47 -0.26
O 1.86 3.42 -1.56 -0.45
C 1.47 2.53 -0.48 0.57
O 0.17 2.64 -0.21 -0.87
C 2.39 2.64 0.81 0.66
F 3.69 2.88 0.45 -0.30
F 2.41 1.48 1.51 -0.30
F 2.04 3.62 1.68 -0.27
H 3.46 5.31 -0.68 0.23
H 2.32 6.67 -0.78 0.40
H 2.14 5.47 0.49 0.20
H 1.63 5.19 -2.49 0.29
H 0.45 4.95 -1.22 0.26
H 1.81 1.57 -0.89 -0.07
```

Its spin multiplicity is 1. The LUMO energy is -3.954 eV.


Entry from the OMol25 dataset: a single C12H13NO molecule at a distorted geometry (ωB97M-V with the def2-TZVPD basis set).

```
27
Properties=species:S:1:pos:R:3:mulliken_charge:R:1
C -0.58 1.17 2.87 -1.03
C -1.02 0.39 1.93 0.92
C -1.74 -0.95 2.19 -1.35
C -0.78 0.56 0.48 0.29
C -1.40 0.33 -0.71 -1.16
C -0.40 1.21 -1.48 -0.60
C 0.45 0.58 -2.56 -0.82
C 1.23 -0.54 -1.83 -0.90
C 2.34 0.04 -0.91 -0.71
C 1.71 1.05 0.20 0.21
O 2.28 1.21 1.27 -0.57
C 0.38 1.59 -0.17 1.40
C 0.22 2.91 0.31 -0.23
N 0.15 4.00 0.74 -0.59
H -0.74 0.83 3.98 0.19
H -0.11 2.06 2.69 0.42
H -1.05 -1.79 2.30 0.30
H -2.45 -1.31 1.38 0.28
H -2.20 -0.85 3.14 0.42
H -2.38 -0.14 -0.91 0.33
H -0.75 2.11 -1.79 0.97
H 1.12 1.34 -3.01 0.36
H -0.34 0.30 -3.37 0.33
H 1.71 -1.28 -2.50 0.39
H 0.48 -1.12 -1.37 0.49
H 2.95 0.56 -1.64 0.31
H 2.88 -0.68 -0.32 0.36
```

Its spin multiplicity is 1. As for the SMILES: C=C(C)C1=C[C@@H]2CCCC(=O)[C@]12C#N. The LUMO energy is 0.388 eV. The calculation puts the energy relative to the best compared isomer or geometry (same formula, charge and spin) at 330.0 kJ/mol.


Entry from the OMol25 dataset: a molecular structure, C12H14AgCl2N2 at a distorted geometry (ωB97M-V with the def2-TZVPD basis set).

```
31
Properties=species:S:1:pos:R:3:mulliken_charge:R:1
Ag 3.45 -2.08 -4.28 0.42
C 2.71 -3.42 -0.91 -0.68
N 1.60 -2.48 -0.58 0.04
C 1.56 -2.02 0.69 -0.67
C 0.85 -0.89 0.92 -0.61
C 0.01 -0.27 -0.03 1.05
C -0.07 -0.95 -1.27 -0.80
C 0.81 -2.00 -1.53 -0.21
C -0.82 0.84 0.54 0.82
C -2.19 0.98 0.31 -0.74
C -2.96 1.93 0.98 -0.04
N -2.29 2.72 1.90 0.01
C -0.97 2.67 2.17 -0.18
C -0.15 1.73 1.43 -0.76
C -3.03 3.74 2.63 -0.99
H 2.80 -3.36 -1.99 0.05
H 2.41 -4.44 -0.64 0.34
H 3.64 -3.16 -0.41 0.41
H 2.24 -2.58 1.31 0.49
H 0.76 -0.61 1.96 0.45
H -0.84 -0.63 -1.96 0.43
H 0.67 -2.56 -2.44 0.61
H -2.75 0.53 -0.50 0.34
H -4.00 2.07 0.74 0.41
H -0.60 3.41 2.87 0.49
H 0.91 1.88 1.53 0.55
H -2.83 4.75 2.26 0.40
H -3.10 3.75 3.72 0.38
H -4.07 3.57 2.36 0.28
Cl 5.31 -1.26 -6.23 -0.66
Cl 0.91 -1.86 -5.53 -0.65
```

Its spin multiplicity is 1. The LUMO energy is -6.391 eV. The calculation puts the energy relative to the best compared isomer or geometry (same formula, charge and spin) at 258.0 kJ/mol. The net charge is +1.


Entry from the OMol25 dataset: a molecular structure, C12H14Al2BBr2ClF5N3NaO11S at a distorted geometry (ωB97M-V with the def2-TZVPD basis set).

```
53
Properties=species:S:1:pos:R:3:mulliken_charge:R:1
C 2.33 0.53 1.56 -0.57
C 1.60 1.36 0.35 0.10
O 0.84 0.51 -0.60 -0.45
C -0.30 -0.12 0.07 -0.09
C -1.76 0.13 -0.66 -0.35
O -2.77 0.19 0.40 -0.53
B -3.25 1.56 0.64 0.53
Cl -1.92 2.86 0.73 -0.23
N -3.90 1.54 2.05 -0.47
C -4.46 0.27 2.20 0.67
O -5.35 -0.69 2.55 -0.50
O -4.37 1.97 -0.28 -0.05
N -4.49 3.32 -0.05 0.59
O -5.02 3.85 -1.01 -0.23
H 1.56 0.43 2.46 0.27
H 3.27 1.09 2.02 -0.23
H 2.67 -0.55 1.29 0.35
H 0.86 2.18 0.76 0.09
H 2.42 1.92 -0.27 0.33
H -0.10 -1.28 0.19 0.21
H -0.42 0.30 1.18 0.15
H -1.97 -0.85 -1.30 0.26
H -1.78 1.02 -1.43 0.22
Al -0.75 1.93 -2.65 0.53
C -3.78 -2.56 -5.09 0.48
F -4.94 -2.04 -4.58 -0.19
F -3.41 -3.56 -4.23 -0.14
F -4.13 -3.18 -6.26 -0.09
S -2.45 -1.27 -5.32 1.10
O -2.20 -0.71 -3.99 -0.41
O -3.01 -0.28 -6.26 -0.47
O -1.29 -1.99 -5.87 -0.56
F 1.65 3.23 -1.00 -0.83
Na 4.95 1.72 1.60 0.95
Br -5.85 2.47 -2.11 0.23
Al -4.25 -1.74 -7.62 0.42
F 5.05 -0.78 3.97 -0.28
C 5.05 -0.80 5.31 0.43
C 6.03 -1.53 5.98 -0.39
C 6.03 -1.55 7.38 -0.39
C 5.04 -0.85 8.09 -0.47
C 4.06 -0.13 7.40 -0.48
C 4.07 -0.10 6.01 -0.26
H 6.78 -2.07 5.42 0.39
H 6.79 -2.11 7.91 0.36
H 5.04 -0.87 9.17 0.36
H 3.30 0.41 7.95 0.36
H 3.32 0.46 5.46 0.37
Br -2.15 -5.48 -4.73 0.14
N -0.65 0.46 -8.70 1.02
O 0.09 0.56 -9.68 -0.45
O -0.41 1.10 -7.66 -0.43
O -1.64 -0.29 -8.74 -0.38
```

Its spin multiplicity is 1. The LUMO energy is -8.797 eV. The net charge is +1.


Entry from the OMol25 dataset: a molecular structure, C12H14BBaF5N6 at a distorted geometry (ωB97M-V with the def2-TZVPD basis set).

```
39
Properties=species:S:1:pos:R:3:mulliken_charge:R:1
C 2.91 -0.23 0.14 -0.10
N 1.63 -0.24 -0.31 -0.10
N 1.71 -0.14 -1.71 -0.09
C 3.00 -0.15 -2.10 -0.12
C 3.80 -0.20 -0.96 -1.10
B 0.43 -0.01 -2.56 0.07
N -0.53 -1.16 -2.17 -0.07
N -0.94 -1.41 -0.85 -0.08
C -1.87 -2.39 -0.92 -0.11
C -1.99 -2.84 -2.26 -1.10
C -1.12 -2.04 -3.00 -0.10
Ba 0.05 -1.11 1.63 1.66
N -0.26 1.34 -2.21 0.36
N -0.67 1.56 -0.91 -0.29
C -1.22 2.77 -0.87 -0.13
C -1.17 3.36 -2.15 -0.70
C -0.56 2.41 -2.97 0.01
H -1.62 3.19 0.06 0.44
H -0.32 2.39 -4.02 0.48
H -1.53 4.33 -2.43 0.45
H 0.68 -0.02 -3.72 -0.07
H -0.89 -2.01 -4.06 0.46
H 3.26 -0.13 -3.15 0.47
H -2.61 -3.63 -2.65 0.41
H 4.88 -0.23 -0.93 0.41
H -2.43 -2.73 -0.05 0.44
H 3.16 -0.22 1.20 0.39
H -2.64 -1.05 2.03 0.42
C -2.33 -1.74 2.85 -1.23
H -3.12 -2.51 2.93 0.33
H -1.42 -2.36 2.65 0.29
H -2.21 -1.15 3.79 0.37
F 0.40 -0.25 5.32 -0.19
C 0.11 0.58 4.27 0.01
F -0.93 1.37 4.64 -0.18
C 1.30 1.45 3.94 0.91
F 1.61 2.26 4.98 -0.19
F 2.40 0.67 3.67 -0.20
F 1.04 2.24 2.85 -0.19
```

Its spin multiplicity is 1. The LUMO energy (alpha / beta) is -10.045 / -9.221 eV. The calculation puts the energy relative to the best compared isomer or geometry (same formula, charge and spin) at 45.7 kJ/mol. The net charge is +2.


Entry from the OMol25 dataset: a molecular structure, C12H14BCaF4IN2 at a distorted geometry (ωB97M-V with the def2-TZVPD basis set).

```
35
Properties=species:S:1:pos:R:3:mulliken_charge:R:1
C -0.22 1.58 3.21 -0.12
C -0.59 -0.49 3.54 -1.13
H 0.41 1.54 4.10 0.03
H -0.89 0.60 3.01 0.26
H -0.88 2.45 3.26 0.32
H -0.64 -1.18 2.69 0.35
H 0.42 -0.56 3.96 0.27
H -1.34 -0.75 4.28 0.28
C 0.76 2.39 -1.46 -0.20
C 0.23 3.29 -2.39 -0.66
C -0.30 2.80 -3.58 -0.43
C -0.37 1.42 -3.79 -0.62
H 1.16 2.72 -0.50 0.40
H 0.27 4.36 -2.18 0.35
H -0.70 3.46 -4.35 0.41
H -0.83 0.99 -4.68 0.23
N 0.75 1.05 -1.69 -0.32
C 0.13 0.55 -2.81 0.55
C -0.06 -0.93 -2.89 0.48
N 0.38 -1.65 -1.82 -0.39
C 0.07 -2.97 -1.69 -0.21
C -0.99 -2.94 -3.85 -0.45
C -0.62 -3.64 -2.70 -0.64
H 0.36 -3.44 -0.75 0.32
H -0.86 -4.69 -2.57 0.36
C -0.73 -1.57 -3.95 -0.56
H -1.03 -0.98 -4.81 0.26
H -1.51 -3.44 -4.67 0.41
Ca 2.08 -0.56 -0.69 1.16
I 4.82 -0.34 -0.06 -0.46
F 0.58 1.71 2.06 -0.26
B 0.04 -0.19 6.96 0.74
F 0.24 -1.46 7.36 -0.24
F 1.09 0.60 6.64 -0.25
F -1.22 0.30 6.85 -0.25
```

Its spin multiplicity is 1. The LUMO energy (alpha / beta) is -0.245 / -0.227 eV. The calculation puts the energy relative to the best compared isomer or geometry (same formula, charge and spin) at 219.5 kJ/mol.


Entry from the OMol25 dataset: a molecular structure, C12H14BIrN9 at a distorted geometry (ωB97M-V with the def2-TZVPD basis set).

```
37
Properties=species:S:1:pos:R:3:mulliken_charge:R:1
H 0.80 3.08 1.34 0.48
N 0.41 1.63 -0.14 -0.52
B 0.06 0.35 -2.32 0.09
N 0.42 1.63 -1.52 0.13
C 0.77 2.85 -1.95 -0.04
Ir -0.15 -0.02 0.99 1.61
H 0.82 3.03 -3.01 0.51
C 0.99 3.67 -0.85 -0.97
H 1.27 4.69 -0.84 0.46
C 0.75 2.87 0.29 0.04
H 0.14 0.49 -3.50 -0.01
C -0.70 -1.64 1.92 -1.43
H -0.75 -1.42 2.99 0.35
H 0.05 -2.41 1.73 0.39
H -1.69 -1.96 1.57 0.39
N -1.36 -0.05 -1.85 0.18
N 1.01 -0.73 -1.76 0.09
N -1.60 -0.22 -0.50 -0.31
N 1.08 -0.98 -0.40 -0.51
C -2.52 -0.24 -2.52 -0.04
C 1.88 -1.53 -2.40 -0.08
H -2.53 -0.14 -3.59 0.51
H 1.96 -1.47 -3.47 0.50
C -3.51 -0.55 -1.60 -0.99
C 2.52 -2.32 -1.45 -1.08
C -2.90 -0.53 -0.34 0.09
C 1.99 -1.96 -0.21 -0.06
H -4.54 -0.77 -1.78 0.45
H 3.27 -3.08 -1.63 0.43
H -3.27 -0.71 0.66 0.53
H 2.19 -2.32 0.79 0.48
H -1.37 0.62 1.85 0.02
N 1.18 0.42 2.43 -0.48
C 1.14 0.31 3.61 0.69
N 1.35 0.37 4.86 -0.49
C 0.69 -0.24 5.83 0.48
N 0.17 -0.73 6.76 0.10
```

Its spin multiplicity is 6. The expectation value of S² is 8.81. The LUMO energy (alpha / beta) is -5.608 / -12.807 eV. The calculation puts the energy relative to the best compared isomer or geometry (same formula, charge and spin) at 380.2 kJ/mol. The net charge is +2.


Entry from the OMol25 dataset: a molecular structure, C12H14BMgN9 at a distorted geometry (ωB97M-V with the def2-TZVPD basis set).

```
37
Properties=species:S:1:pos:R:3:mulliken_charge:R:1
H 1.44 -2.90 -1.59 0.45
N 1.07 -0.83 -0.85 -0.11
B 1.01 1.81 -0.68 -0.03
N 1.40 0.40 -1.35 0.12
C 2.15 0.20 -2.43 0.04
Mg -0.20 -0.84 1.06 1.09
H 2.56 1.08 -2.91 0.47
C 2.23 -1.14 -2.70 -1.01
H 2.87 -1.58 -3.45 0.38
C 1.55 -1.80 -1.68 -0.29
H 1.59 2.74 -1.15 -0.09
C -1.77 -0.45 2.39 -1.11
H -2.40 -1.41 2.49 0.24
H -2.31 0.37 1.81 0.17
H -1.40 -0.22 3.42 0.31
N 1.36 1.77 0.86 0.00
N -0.54 1.77 -0.84 0.16
N 0.91 0.60 1.57 -0.02
N -1.28 0.72 -0.34 -0.20
C 2.17 2.55 1.62 -0.08
C -1.36 2.68 -1.38 -0.16
H 2.83 3.47 1.34 0.31
H -0.89 3.51 -1.91 0.42
C 2.27 1.93 2.85 -0.92
C -2.66 2.22 -1.26 -1.03
C 1.49 0.74 2.79 -0.20
C -2.58 0.98 -0.60 -0.18
H 2.87 2.20 3.69 0.42
H -3.55 2.77 -1.56 0.37
H 1.30 0.07 3.60 0.45
H -3.43 0.40 -0.20 0.42
H 1.54 -1.66 0.13 0.54
N -1.25 -2.72 0.70 -0.76
C -1.77 -3.44 -0.08 0.52
N -2.49 -4.07 -0.99 -0.61
C -2.40 -5.38 -1.07 0.50
N -2.33 -6.55 -1.27 -0.56
```

Its spin multiplicity is 1. The LUMO energy (alpha / beta) is -2.710 / -2.710 eV.


Entry from the OMol25 dataset: a molecular structure, C12H14Cl5IrNO4S (ωB97M-V with the def2-TZVPD basis set).

```
38
Properties=species:S:1:pos:R:3:mulliken_charge:R:1
Ir -0.32 -0.66 -0.39 1.29
C 0.01 0.10 2.78 -0.65
O -0.86 -0.62 1.88 -0.35
C -2.26 -0.32 2.06 -0.67
C -2.62 0.93 1.32 -0.44
O -2.29 0.67 -0.06 -0.28
C -2.35 1.79 -0.95 -0.59
C -0.99 2.41 -1.02 -0.61
O -0.04 1.42 -1.46 -0.13
C 0.17 1.38 -2.89 -0.85
H -0.30 -0.09 3.81 0.37
H 0.01 1.17 2.59 0.29
H 1.02 -0.30 2.63 0.21
H -2.49 -0.22 3.12 0.49
H -2.81 -1.16 1.66 0.24
H -2.08 1.81 1.68 0.37
H -3.69 1.12 1.41 0.39
H -3.10 2.51 -0.64 0.44
H -2.63 1.39 -1.93 0.33
H -0.65 2.74 -0.04 0.23
H -0.99 3.26 -1.70 0.48
H 0.54 2.35 -3.22 0.33
H -0.75 1.13 -3.42 0.34
H 0.93 0.62 -3.09 0.26
Cl 2.26 1.55 0.35 -0.10
C 2.73 -0.08 0.06 1.00
C 1.72 -1.06 -0.15 -0.88
C 2.12 -2.43 -0.28 0.63
Cl 0.88 -3.60 -0.39 -0.13
C 3.42 -2.81 -0.29 -0.22
Cl 3.87 -4.43 -0.46 -0.09
C 4.42 -1.79 -0.16 0.73
Cl 6.01 -2.21 -0.19 -0.01
C 4.05 -0.41 0.03 -0.11
Cl 5.26 0.76 0.19 -0.09
O -3.65 -2.63 -0.14 -0.36
S -2.91 -2.53 -1.37 0.41
N -1.61 -1.75 -1.34 -0.27
```

Its spin multiplicity is 6. The expectation value of S² is 8.79. The LUMO energy (alpha / beta) is -6.736 / -10.160 eV. The calculation puts the energy relative to the best compared isomer or geometry (same formula, charge and spin) at 13.8 kJ/mol. The net charge is +2.


Entry from the OMol25 dataset: a molecular structure, C12H14CrI2N2 at a distorted geometry (ωB97M-V with the def2-TZVPD basis set).

```
31
Properties=species:S:1:pos:R:3:mulliken_charge:R:1
C 0.47 0.89 3.58 -0.50
C 0.60 -0.58 3.58 -0.68
H 1.47 1.38 3.74 0.21
H -0.36 1.33 4.11 0.31
H 0.05 1.02 2.58 -0.04
H 0.46 -0.98 2.57 0.02
H 1.19 -1.27 4.16 0.33
H -0.42 -0.64 3.93 0.27
C 0.05 2.54 -2.32 -0.30
C 0.14 3.51 -3.31 -0.70
C -0.01 3.06 -4.62 -0.41
C -0.17 1.70 -4.86 -0.36
H 0.17 2.74 -1.24 0.47
H 0.27 4.56 -3.06 0.39
H -0.02 3.77 -5.45 0.41
H -0.25 1.36 -5.87 0.39
N -0.22 1.25 -2.59 -0.23
C -0.27 0.72 -3.86 0.36
C -0.36 -0.79 -3.88 0.19
N -0.33 -1.34 -2.62 -0.24
C -0.46 -2.67 -2.37 -0.30
C -0.62 -3.13 -4.69 -0.43
C -0.62 -3.60 -3.39 -0.69
H -0.45 -2.92 -1.31 0.48
H -0.77 -4.64 -3.14 0.39
C -0.47 -1.76 -4.90 -0.31
H -0.46 -1.39 -5.92 0.37
H -0.75 -3.81 -5.54 0.40
Cr -0.18 -0.06 -1.29 1.13
I 1.94 -0.21 -0.04 -0.44
I -2.26 0.07 0.24 -0.50
```

Its spin multiplicity is 5. The expectation value of S² is 6.05. The LUMO energy (alpha / beta) is -1.211 / -1.516 eV. The calculation puts the energy relative to the best compared isomer or geometry (same formula, charge and spin) at 0.0 kJ/mol.